1.
Formula: C3H8NO2
Source: the Open Molecules 2025 dataset
Level of theory: ωB97M-V/def2-TZVPD

CARTESIAN COORDINATES (ANGSTROEM)
C (0.4979, 0.0366, 1.0339)
C (-0.6269, 0.3516, -0.0021)
C (0.2514, -1.2590, -1.6043)
N (-1.5674, 1.2493, 0.2544)
O (0.8139, 0.8120, 2.1139)
O (-0.6969, -0.2060, -1.1795)
H (0.2063, -0.9145, 1.3810)
H (1.4561, -0.2235, 0.2876)
H (1.3537, -0.7548, -1.5801)
H (-0.0983, -1.4927, -2.5469)
H (0.4673, -2.0373, -0.9280)
H (-1.4809, 1.8185, 1.1172)
H (1.7467, 1.0138, 2.0378)
H (-2.3230, 1.6062, -0.3850)

Cartesian forces (eV/Å) of the 2 atoms listed first:
2.1 -1.4 -3.8
-0.5 1.8 0.0

Its SMILES is COC(=[NH2+])CO. The calculation puts the orbital gap at 11.99 eV. Its total energy is -324.0366 hartree. The LUMO energy comes out at -3.90 eV. As for the total charge: +1. Its spin multiplicity is 1. The HOMO energy comes out at -15.888 eV.



2.
Formula: C48H120O24
Source: the Open Molecules 2025 dataset
Level of theory: ωB97M-V/def2-TZVPD

CARTESIAN COORDINATES (ANGSTROEM)
C (-2.8812, -2.3054, -1.1723)
O (-2.0490, -3.2618, -1.8219)
C (-2.4766, -3.9911, -3.0098)
C (-1.2690, -4.2956, -3.8839)
O (-0.6788, -3.0136, -4.2384)
C (0.4768, -3.3702, -4.9696)
H (-3.7399, -2.6316, -0.5856)
H (-3.1967, -1.5162, -1.8548)
H (-2.1751, -1.8014, -0.5124)
H (-3.2395, -3.3779, -3.4895)
H (-2.9745, -4.9040, -2.6831)
H (-1.5905, -4.8601, -4.7591)
H (-0.6295, -4.9522, -3.2940)
H (1.2033, -3.9238, -4.3748)
H (0.9248, -2.3824, -5.0774)
H (0.3616, -3.7407, -5.9882)
C (-5.1304, 4.3214, 6.6412)
O (-3.7763, 4.7888, 6.5139)
C (-2.8772, 4.0463, 5.7013)
C (-1.4282, 4.4095, 6.1747)
O (-1.1372, 4.0403, 7.5084)
C (-0.8499, 2.6708, 7.8252)
H (-5.2183, 3.5035, 7.3564)
H (-5.5035, 4.0859, 5.6445)
H (-5.8226, 4.9939, 7.1479)
H (-2.9543, 4.4078, 4.6759)
H (-2.9297, 2.9657, 5.8342)
H (-1.3957, 5.4925, 6.0560)
H (-0.6055, 4.0942, 5.5330)
H (0.2304, 2.5268, 7.8065)
H (-1.4970, 1.9309, 7.3541)
H (-1.1149, 2.6242, 8.8814)
C (10.1431, 2.1572, -2.0152)
O (8.7850, 1.7016, -2.0537)
C (8.0421, 2.1673, -0.9398)
C (6.5088, 1.8596, -1.0910)
O (6.2458, 0.4806, -1.1140)
C (4.8538, 0.1629, -0.9907)
H (10.1548, 3.2469, -1.9930)
H (10.8946, 1.9324, -2.7719)
H (10.6488, 1.8000, -1.1181)
H (8.1556, 3.2412, -0.7915)
H (8.4164, 1.7817, 0.0085)
H (6.0960, 2.5102, -1.8620)
H (6.1182, 2.1587, -0.1183)
H (4.7206, -0.9060, -0.8234)
H (4.3718, 0.3606, -1.9481)
H (4.2492, 0.5952, -0.1934)
C (-1.9172, 5.2052, 0.1624)
O (-3.2152, 5.1710, -0.3576)
C (-4.1507, 5.7926, 0.5431)
C (-5.6523, 5.5189, 0.0423)
O (-6.0177, 6.6280, -0.9146)
C (-7.0400, 6.2505, -1.8136)
H (-1.8466, 4.6424, 1.0931)
H (-1.6317, 6.2569, 0.1399)
H (-1.2203, 4.7193, -0.5206)
H (-3.9009, 6.8460, 0.4159)
H (-3.9055, 5.2852, 1.4761)
H (-6.3815, 5.4800, 0.8515)
H (-5.5404, 4.5644, -0.4720)
H (-6.7814, 5.6679, -2.6979)
H (-7.2133, 7.2527, -2.2056)
H (-8.0259, 5.9305, -1.4765)
C (4.7250, -2.3577, -4.1484)
O (4.1420, -3.3729, -4.9387)
C (4.7239, -4.6907, -5.0455)
C (3.9217, -5.5890, -6.0139)
O (3.5928, -5.0293, -7.3206)
C (4.6842, -4.7261, -8.0961)
H (5.5850, -2.8479, -3.6922)
H (4.0103, -1.9047, -3.4613)
H (5.0926, -1.5494, -4.7806)
H (4.6365, -5.0073, -4.0061)
H (5.7991, -4.6272, -5.2131)
H (3.0713, -6.0785, -5.5392)
H (4.5036, -6.4496, -6.3436)
H (5.4995, -5.4390, -8.2194)
H (5.1672, -3.8312, -7.7037)
H (4.2834, -4.5158, -9.0877)
C (2.2583, 1.8100, 5.5359)
O (3.3539, 1.3805, 4.7039)
C (3.1602, 0.1151, 4.1955)
C (4.1594, -0.2108, 3.0631)
O (3.9084, -1.5247, 2.5376)
C (2.8296, -1.4882, 1.7114)
H (1.4265, 2.1998, 4.9493)
H (2.5648, 2.6231, 6.1939)
H (2.1116, 1.0359, 6.2891)
H (2.1474, 0.1250, 3.7926)
H (3.2812, -0.6598, 4.9525)
H (5.1811, -0.0808, 3.4199)
H (4.0707, 0.5929, 2.3321)
H (2.8451, -2.3712, 1.0726)
H (2.7504, -0.6673, 0.9987)
H (1.8466, -1.5543, 2.1778)
C (-0.5882, -1.1001, 5.1363)
O (-0.3669, -1.6733, 3.8282)
C (-0.2716, -3.1095, 3.8391)
C (-1.7300, -3.6107, 3.8498)
O (-1.8734, -5.0237, 3.8412)
C (-2.2398, -5.6548, 5.0854)
H (0.1636, -1.5348, 5.7950)
H (-1.6462, -1.1909, 5.3824)
H (-0.2911, -0.0518, 5.1637)
H (0.2407, -3.5858, 4.6751)
H (0.2780, -3.4862, 2.9765)
H (-2.0559, -3.3058, 2.8554)
H (-2.4804, -3.0098, 4.3636)
H (-1.4443, -6.2403, 5.5465)
H (-3.0664, -6.3343, 4.8779)
H (-2.5911, -4.9650, 5.8528)
C (-5.4056, 1.0479, 4.5289)
O (-5.0274, -0.0288, 3.7737)
C (-6.1911, -0.5693, 3.1764)
C (-5.8420, -1.9589, 2.6010)
O (-5.5101, -2.9366, 3.6685)
C (-5.7514, -4.3568, 3.4056)
H (-4.4832, 1.5557, 4.8107)
H (-5.7824, 0.6590, 5.4749)
H (-6.2355, 1.6631, 4.1811)
H (-6.5676, 0.0638, 2.3730)
H (-7.0540, -0.6578, 3.8363)
H (-5.0138, -1.8992, 1.8948)
H (-6.6924, -2.3770, 2.0624)
H (-5.0360, -4.7935, 2.7088)
H (-6.7963, -4.5154, 3.1390)
H (-5.6510, -4.9350, 4.3242)
C (0.7963, -0.8375, -1.4245)
O (1.0991, 0.2013, -0.4559)
C (-0.1393, 0.5724, 0.2024)
C (-0.0757, 1.7544, 1.1823)
O (-1.3280, 2.0960, 1.8389)
C (-1.9856, 1.1303, 2.6770)
H (0.8003, -1.8685, -1.0708)
H (1.6087, -0.7858, -2.1494)
H (-0.0062, -0.6656, -2.1419)
H (-0.5759, -0.2461, 0.7745)
H (-0.8987, 0.7449, -0.5603)
H (0.3701, 2.6459, 0.7412)
H (0.6059, 1.5578, 2.0099)
H (-2.3859, 0.2463, 2.1807)
H (-2.7516, 1.6383, 3.2629)
H (-1.1589, 0.8481, 3.3290)
C (2.4145, -6.3803, 2.6710)
O (3.7783, -6.4857, 2.5255)
C (4.4386, -6.3419, 1.2207)
C (3.9591, -5.2087, 0.3164)
O (2.6575, -5.4273, -0.1722)
C (2.2686, -4.7270, -1.4071)
H (2.1752, -6.9289, 3.5820)
H (1.8862, -6.8434, 1.8377)
H (2.0075, -5.3711, 2.7339)
H (4.6071, -7.2404, 0.6271)
H (5.4725, -6.0191, 1.3430)
H (4.7316, -5.1174, -0.4472)
H (4.0311, -4.2138, 0.7558)
H (2.8515, -5.1740, -2.2123)
H (2.2923, -3.6388, -1.4666)
H (1.2755, -5.0306, -1.7382)
C (1.1217, 3.9334, -2.2947)
O (-0.1081, 4.5301, -2.5698)
C (-0.0513, 5.8380, -3.1493)
C (-1.4557, 6.5357, -3.0544)
O (-2.4193, 5.6867, -3.7078)
C (-3.7320, 6.2248, -3.7695)
H (1.7003, 4.6699, -1.7372)
H (1.7038, 3.6678, -3.1772)
H (0.9969, 3.0117, -1.7264)
H (0.2600, 5.8958, -4.1923)
H (0.6189, 6.4554, -2.5511)
H (-1.4937, 7.4577, -3.6345)
H (-1.7018, 6.8810, -2.0503)
H (-4.0796, 6.3085, -2.7398)
H (-4.2903, 5.3910, -4.1954)
H (-3.9006, 7.2104, -4.2033)
C (-0.0690, -0.3995, -7.6564)
O (-0.6704, 0.5592, -6.7328)
C (-1.5818, 0.0239, -5.8214)
C (-1.3469, 0.7613, -4.3989)
O (-1.5240, 2.1667, -4.4025)
C (-0.8541, 2.8642, -5.4084)
H (0.5790, 0.0377, -8.4160)
H (-0.9096, -0.8863, -8.1510)
H (0.4937, -1.1698, -7.1291)
H (-1.5310, -1.0552, -5.6768)
H (-2.6130, 0.2864, -6.0581)
H (-0.3473, 0.5400, -4.0251)
H (-2.0477, 0.2409, -3.7460)
H (0.1287, 2.4110, -5.5377)
H (-0.5762, 3.8689, -5.0897)
H (-1.4719, 2.7403, -6.2978)

Cartesian forces (eV/Å) of the 2 atoms listed first:
1.1 0.4 -0.5
0.0 -0.7 -0.4

The calculation puts the orbital gap (spin up / spin down) at 8.71 / 2.70 eV. Its total energy is -3705.4670 hartree. The LUMO energy (spin up / spin down) comes out at -2.06 / -8.07 eV. As for the total charge: +1. Its spin multiplicity is 2. The HOMO energy (spin up / spin down) comes out at -10.767 / -10.767 eV.